C4H4N2 as an isolated structure at a distorted geometry, computed with ωB97M-V/def2-TZVPD.

Positions of all 10 atoms, in Å:
C -1.4274 0.5482 -0.3239
C -0.5352 1.4984 -0.2124
C -1.5500 -0.7957 -0.0094
C -0.2066 -0.9927 0.2668
N 0.3373 0.4045 0.2913
N 1.6461 0.5704 -0.0663
H -2.4461 -1.4547 0.0181
H 0.3710 -1.6911 0.6597
H 1.8402 1.4367 0.3872
H 1.9708 0.4761 -1.0110

As for the net charge: 0. The energy relative to the best compared isomer or geometry (same formula, charge and spin) comes out at 167.1 kcal/mol. The HOMO-LUMO gap is 8.5 eV. As for the total energy: -264.0602 a.u. Its highest occupied orbital energy is -0.3261 Eh.

How positive or negative is each atom? The Mulliken charges in e answer that: C 0.22; C -0.48; C -0.24; C -0.60; N 0.29; N -0.56; H 0.36; H 0.50; H 0.28; H 0.23